Computed, not measured: C39H38IN5OS3W as an isolated structure in a non-equilibrium geometry, with ωB97M-V with the def2-TZVPD basis set.

Each line ends with the Mulliken charge.
Atoms and positions in Å:
W (-0.80421, -0.06191, -0.44414)  0.23
C (2.85973, -1.42191, 1.10868)  -1.59
C (1.40788, -1.26213, 1.28218)  0.18
N (0.83833, -0.07415, 0.74230)  1.47
N (1.31175, 0.83543, 1.66522)  -0.93
C (0.43586, 1.69933, 1.95936)  0.26
S (-0.97262, 1.84284, 0.92320)  -0.40
S (0.56451, 2.61148, 3.42471)  -0.06
C (-1.14838, 2.33709, 4.02683)  -0.04
C (-1.07333, 2.14888, 5.52838)  0.03
C (-0.77762, 0.87182, 5.97642)  -0.19
C (-0.75028, 0.60188, 7.32044)  -0.60
C (-1.00884, 1.61069, 8.24782)  -0.48
C (-1.26273, 2.90559, 7.78943)  -0.62
C (-1.27791, 3.16945, 6.42868)  -0.32
C (0.53893, -2.09449, 1.99396)  1.58
C (1.13859, -3.11275, 2.82887)  -1.75
C (0.35887, -3.75093, 3.72464)  -0.88
C (-0.96203, -3.29883, 4.00435)  -0.44
C (-1.57756, -2.34352, 3.24803)  -0.94
C (-0.86590, -1.81686, 2.11154)  0.87
O (-1.48670, -1.06993, 1.25199)  -0.39
H (3.38275, -0.45471, 1.06086)  0.29
H (2.93974, -1.89259, 0.12400)  0.16
H (3.31327, -2.09285, 1.84178)  0.62
H (-1.57284, 1.44848, 3.56509)  0.14
H (-1.81365, 3.15762, 3.77147)  0.53
H (-0.67386, 0.01185, 5.30318)  0.16
H (-0.63052, -0.41890, 7.64255)  0.39
H (-1.09376, 1.38056, 9.31777)  0.37
H (-1.49023, 3.70458, 8.47833)  0.40
H (-1.47757, 4.16442, 6.05558)  0.42
H (2.15723, -3.40241, 2.69186)  0.32
H (0.82085, -4.51880, 4.33530)  0.47
H (-1.49387, -3.76823, 4.84442)  0.46
H (-2.60492, -2.03435, 3.37802)  0.60
I (-3.58494, -0.70541, -0.76381)  0.32
C (-4.01881, 0.67246, -2.21045)  1.29
C (-5.22043, 0.64139, -2.84591)  -0.68
C (-5.51886, 1.70715, -3.73308)  -0.75
C (-4.57727, 2.67166, -3.91425)  -0.91
C (-3.36323, 2.71973, -3.19552)  0.71
C (-2.40172, 3.72120, -3.46578)  -0.99
C (-1.21928, 3.70361, -2.80366)  -1.29
C (-0.93947, 2.73769, -1.80588)  0.83
C (-1.80977, 1.65591, -1.56879)  -0.35
C (-3.04713, 1.65400, -2.29097)  0.25
H (-5.93405, -0.16227, -2.69697)  0.44
H (-6.47281, 1.82513, -4.25432)  0.40
H (-4.77853, 3.48156, -4.57447)  0.46
H (-2.68446, 4.50033, -4.19129)  0.40
H (-0.44551, 4.41848, -3.01395)  0.53
H (-0.03476, 2.87223, -1.23340)  -0.09
C (-0.02606, -5.51120, -0.92309)  -0.71
N (0.74540, -4.60891, -1.71984)  0.19
C (1.77922, -5.07058, -2.53502)  -0.54
C (2.24578, -4.00173, -3.22153)  -0.58
N (1.49049, -2.91778, -2.81498)  0.06
C (0.55840, -3.30803, -1.91427)  0.66
S (-0.75954, -2.55204, -1.08753)  -0.43
H (0.58672, -6.36991, -0.65137)  0.34
H (-0.87981, -5.88198, -1.50901)  0.34
H (-0.41292, -4.99009, -0.01774)  0.23
H (2.03752, -6.09970, -2.56374)  0.52
H (3.05416, -3.85360, -3.93114)  0.48
H (1.61107, -1.98783, -3.15626)  0.06
C (2.56322, 3.22117, -1.68196)  -0.85
N (3.34886, 2.04764, -1.68472)  0.15
C (4.52296, 2.06220, -2.53412)  -1.12
C (2.63734, 0.78580, -1.46456)  -0.32
C (1.66037, 0.34249, -2.53496)  1.57
C (2.19782, 0.22777, -3.82036)  -1.01
C (1.43649, -0.15533, -4.94159)  -0.92
C (0.11449, -0.56928, -4.71224)  -0.96
C (-0.40107, -0.51055, -3.42283)  -0.46
C (0.34880, -0.07770, -2.27907)  1.18
H (3.16556, 4.10052, -1.85685)  0.47
H (2.02564, 3.31216, -0.74933)  0.14
H (1.83806, 3.22275, -2.52604)  0.21
H (5.24215, 2.82315, -2.18232)  0.36
H (4.32905, 2.25505, -3.59248)  0.40
H (5.05395, 1.09052, -2.48018)  0.32
H (2.10501, 0.92027, -0.56252)  -0.87
H (3.36661, -0.03135, -1.27027)  0.49
H (3.23593, 0.43410, -3.98242)  0.54
H (1.94021, -0.24414, -5.90012)  0.45
H (-0.53187, -0.95779, -5.49211)  0.49
H (-1.42793, -0.87266, -3.27399)  0.22

Calculated values
**Relative energy (zero: lowest compared OMol25 entry of this formula, charge and spin)**: 0.0 kJ/mol
**HOMO (alpha / beta)**: -12.48 / -12.48 eV
**Charge**: +2
**Frontier orbital gap (alpha / beta)**: 5.15 / 5.15 eV
**LUMO level (alpha / beta)**: -7.34 / -7.34 eV
**Maximum force**: 1.89 eV/A